[1]
C4H28NO10 | wB97M-V/def2-TZVPD

Output
**Strongest force on any atom**: 8.5 eV/Å
**Expectation value of S²**: 0.753
**Net charge**: +2
**Kohn-Sham gap (spin up / spin down)**: 0.3187 / 0.1694 hartree
**Relative energy (zero: lowest compared OMol25 entry of this formula, charge and spin)**: 258.58 kJ/mol
**E_tot**: -975.54483 Eh
**HOMO energy (spin up / spin down)**: -16.6 / -16.6 eV
**E_LUMO (spin up / spin down)**: -7.890 / -11.948 eV
**Spin multiplicity**: 2

Positions of all 43 atoms, in Å:
O: -2.30347 1.44715 -2.23334
O: -0.23779 1.65942 -0.51009
O: -3.85281 -1.52642 0.50225
O: 2.86436 2.02805 -2.37249
O: -2.85747 0.49140 2.26452
O: 3.19846 -1.02495 1.93013
O: 1.25697 1.97487 2.59456
O: -0.01123 -0.67273 3.59237
O: -1.17115 2.30068 1.58613
O: -0.05571 -0.50685 -4.23208
N: 1.43495 -0.48624 -0.64408
C: 0.39014 -2.19727 0.89823
C: -0.33335 -1.95261 -1.47781
C: 0.47347 -1.60187 -0.34386
C: 2.62021 -0.79814 -0.98942
H: 2.14299 2.41019 -2.94163
H: 0.79435 -1.00478 -4.44487
H: -0.62132 2.07042 -1.38576
H: -0.06033 0.19680 -4.86734
H: -0.88968 -2.94359 -1.54424
H: 0.36355 0.30024 3.36910
H: 0.89875 0.48458 -0.54021
H: -2.79787 0.19453 3.14532
H: -0.40369 -3.03547 0.97756
H: 0.36267 -1.91710 -2.33997
H: 0.75922 1.75630 1.72865
H: -2.07762 0.45516 -2.07807
H: 0.52069 -0.88313 4.37406
H: -3.65165 -2.41563 0.66313
H: -1.53700 3.14696 1.87037
H: -1.69093 1.59756 2.02896
H: 1.03103 -1.89837 1.88815
H: 3.18248 -1.81568 -1.07683
H: 3.33879 -0.11806 -1.49674
H: -1.21353 -1.32053 -1.70651
H: -2.26247 1.59291 -3.22688
H: 3.48198 2.70021 -2.29596
H: -4.65222 -1.22891 0.03992
H: -1.09609 1.76940 0.01350
H: 0.65678 2.61590 3.02776
H: 4.01039 -0.44072 1.77713
H: 3.25544 -1.24891 2.75949
H: -3.26028 -0.15475 1.71687

[2]
C21H21ClInO12 | wB97M-V/def2-TZVPD

Output
**Strongest force on any atom**: 2.7 eV/Å
**Net charge**: -1
**Kohn-Sham gap**: 0.1626 hartree
**E_tot**: -2365.91129 Eh
**HOMO energy**: -5.0 eV
**E_LUMO**: -0.524 eV

Positions of all 56 atoms, in Å:
In: 4.13201 -1.29924 1.71900
Cl: 7.13777 0.78049 3.14785
O: -1.45992 -0.98001 -3.98257
O: 1.21009 -1.58712 3.27123
O: -1.19895 -1.47551 8.00379
O: 2.40370 -0.11742 5.25836
O: -5.40705 0.46714 -7.34063
O: -4.91596 5.44277 -4.77703
O: -6.57232 5.03152 -6.92662
O: -2.34472 -3.01694 6.04282
O: -0.56597 0.20309 1.43695
O: -2.87389 0.94065 -2.62389
O: 0.90797 -1.65452 0.05487
O: -3.81888 0.85710 -5.13612
C: -1.19760 -0.71019 -2.65196
C: -5.93150 4.06099 -6.53729
C: -0.80932 -0.04708 0.09890
C: 0.64933 -1.58636 4.36197
C: -0.24310 -1.36811 -1.99106
C: -0.62037 -1.50323 6.92329
C: -1.18254 -2.30710 5.80285
C: -4.32211 3.15664 -4.90860
C: 1.22641 -0.80484 5.48995
C: -5.01829 4.19754 -5.36958
C: -4.43381 1.83531 -5.54596
C: 7.59746 -1.92137 2.12493
C: 0.02798 -1.07721 -0.57481
C: 5.88372 -0.19897 0.79998
C: -2.01678 0.33984 -1.98561
C: -5.32628 1.70568 -6.73100
C: 0.63058 -0.76692 6.68334
C: 7.31157 -0.36411 1.65294
C: -0.58840 -2.34210 4.60849
C: -1.76153 0.61338 -0.56272
C: -6.02503 2.74589 -7.18970
H: 1.03785 -0.20109 7.51141
H: 5.69133 0.97696 0.73061
H: 6.10441 -0.53950 -0.31573
H: 0.16905 -0.39900 1.68541
H: -4.81133 -0.11755 -6.82338
H: -2.37605 1.36628 -0.08600
H: -2.57746 -2.82792 6.97791
H: 4.54044 -2.05293 3.33172
H: 7.71478 -2.55892 1.15117
H: 2.63329 -0.30155 4.32140
H: 8.57733 -1.89046 2.79707
H: -6.67918 2.66520 -8.04871
H: -0.98734 -2.92042 3.78465
H: 0.36127 -2.13211 -2.46367
H: -5.51635 6.02614 -5.29057
H: 8.22962 -0.02287 0.97105
H: 3.71067 -2.65846 0.62231
H: -3.65635 3.24119 -4.05927
H: -2.19080 -0.37369 -4.23252
H: 2.79795 -0.13220 2.02168
H: 6.74259 -2.39678 2.76707

[3]
C4H8ClN3P | wB97M-V/def2-TZVPD

Output
**Strongest force on any atom**: 4.6 eV/Å
**Net charge**: +1
**Kohn-Sham gap**: 0.2945 hartree
**E_tot**: -1122.70812 Eh
**HOMO energy**: -13.6 eV
**SMILES string**: CC1=[NH+]PN=C(N)[C@@H]1Cl
**E_LUMO**: -5.569 eV

Positions of all 17 atoms, in Å:
Cl: -2.43487 -0.21437 -1.24684
P: 1.59604 -1.29949 -1.05213
N: 0.27768 -1.80576 -0.11889
N: 0.44570 0.07388 -1.82593
N: -1.38909 -1.63370 1.44614
C: -0.61469 -1.12028 0.49198
C: 1.21267 1.59138 -0.14341
C: -1.08053 0.34484 -0.10198
C: 0.09318 0.84170 -0.74298
H: 0.78374 2.39400 0.41390
H: 1.70816 0.99007 0.64546
H: 1.38790 -2.29844 -2.21726
H: 1.82457 2.01078 -0.83298
H: -1.69786 0.73795 0.74690
H: -1.96736 -0.99656 1.89141
H: -1.54019 -2.63627 1.48106
H: -0.20515 -0.51338 -2.34455

[4]
C22H25BaNO5PSSi | wB97M-V/def2-TZVPD

Output
**Strongest force on any atom**: 0.7 eV/Å
**Net charge**: -1
**Kohn-Sham gap**: 0.2248 hartree
**Relative energy (zero: lowest compared OMol25 entry of this formula, charge and spin)**: 34.57 kJ/mol
**E_tot**: -2338.92840 Eh
**HOMO energy**: -3.7 eV
**E_LUMO**: 2.416 eV

Positions of all 57 atoms, in Å:
Ba: -1.69853 -0.21350 2.54974
S: -0.33369 1.71711 4.32622
P: 0.83714 0.62880 0.39022
Si: -3.11707 -2.66406 0.35685
O: 0.16308 2.28848 5.54872
O: -3.42009 1.22939 0.74622
O: 0.00286 2.47754 3.09573
O: -1.84061 1.55416 4.32302
O: 0.18250 0.30864 4.10495
N: -2.51567 1.72032 -0.21510
C: 0.52084 -0.19073 -2.33250
C: -3.00537 -1.99633 -1.45369
C: -4.96257 -3.21668 0.42761
C: -2.23099 -4.35553 0.12788
C: 0.42562 -1.16071 -3.32427
C: -0.62911 4.03152 -1.27072
C: 5.19711 0.60878 1.88641
C: 0.76408 -0.55377 -1.01258
C: 0.82309 -2.87374 -1.69108
C: 0.74845 2.21938 -0.48427
C: 4.16960 1.15372 2.64127
C: 0.44161 4.54600 -1.98182
C: 1.67261 3.91626 -1.92908
C: -1.56792 2.34331 0.34330
C: 0.58282 -2.50151 -3.00800
C: 2.59143 0.57487 0.91446
C: -0.47026 2.88006 -0.51011
C: 2.86594 1.13387 2.16567
C: 1.82432 2.75609 -1.18764
C: 3.62797 0.02746 0.15876
C: 0.89813 -1.90857 -0.70095
C: 4.92601 0.04406 0.64754
H: 3.42229 -0.41948 -0.80686
H: 1.06778 -2.20962 0.32833
H: 2.78589 2.25872 -1.16196
H: -5.16990 -3.76429 1.35340
H: -3.35776 -2.74148 -2.18093
H: -2.63812 -4.91813 -0.72277
H: -1.96270 -1.76165 -1.69898
H: 5.72561 -0.38789 0.05755
H: -3.57219 -1.07665 -1.64749
H: -1.16392 -4.19821 -0.05633
H: 0.39609 0.85289 -2.59210
H: 0.22085 -0.86084 -4.34438
H: -5.24678 -3.86109 -0.41482
H: -5.63366 -2.35055 0.42177
H: -1.59201 4.52667 -1.28478
H: -3.92270 0.56180 0.25979
H: 4.36731 1.58714 3.61337
H: 0.31724 5.44947 -2.56576
H: -1.40617 2.46737 1.44043
H: 6.21238 0.61670 2.26413
H: 0.92578 -3.91962 -1.43151
H: 2.04570 1.54511 2.74546
H: 2.51829 4.32189 -2.47010
H: -2.31266 -4.98477 1.01967
H: 0.50002 -3.25817 -3.77793